C73H151N5O19S7 | wB97M-V/def2-TZVPD

ORCA input file:
```
! RIJCOSX wB97M-V def2-TZVPD def2/J DEFGRID3
* xyz 0 1
C -2.45 2.74 0.41
C -1.98 1.30 0.64
C -2.18 1.05 2.13
C -2.77 0.32 -0.27
C -2.19 -1.08 -0.31
C -0.71 -1.02 -0.72
C 0.10 -0.06 0.17
C 0.37 -0.76 1.47
C 1.43 0.20 -0.47
N -0.59 1.26 0.06
O 0.26 2.20 0.75
H -2.01 3.38 1.17
H -2.18 3.06 -0.60
H -3.53 2.73 0.40
H -2.00 0.02 2.42
H -1.49 1.72 2.67
H -3.21 1.34 2.35
H -3.81 0.30 0.08
H -2.80 0.68 -1.32
H -2.33 -1.61 0.64
H -2.74 -1.64 -1.07
H -0.58 -0.76 -1.78
H -0.25 -2.03 -0.66
H -0.55 -1.06 1.93
H 0.95 -0.12 2.15
H 0.98 -1.66 1.23
H 2.26 0.44 0.22
H 1.37 0.95 -1.27
H 1.67 -0.77 -0.92
H 0.49 2.82 0.04
C 5.24 -4.59 -3.56
C 5.11 -3.16 -4.10
C 5.34 -3.22 -5.65
C 3.68 -2.69 -3.86
C 3.43 -1.21 -4.05
C 4.51 -0.47 -3.24
C 5.90 -0.88 -3.51
C 6.42 -0.35 -4.86
C 6.88 -0.26 -2.48
N 5.96 -2.32 -3.29
O 7.29 -2.82 -3.55
H 5.44 -4.54 -2.49
H 4.32 -5.16 -3.70
H 6.12 -5.02 -4.05
H 5.03 -2.32 -6.20
H 6.44 -3.31 -5.85
H 4.87 -4.11 -6.03
H 3.07 -3.21 -4.60
H 3.40 -3.00 -2.83
H 3.48 -0.99 -5.11
H 2.43 -0.94 -3.73
H 4.34 -0.61 -2.15
H 4.38 0.60 -3.46
H 5.83 -0.73 -5.71
H 7.40 -0.80 -4.95
H 6.60 0.75 -4.82
H 6.81 -0.62 -1.46
H 6.72 0.83 -2.39
H 7.90 -0.39 -2.82
H 7.73 -2.79 -2.69
C -2.82 -4.51 3.12
C -2.01 -5.32 4.18
C -2.27 -4.72 5.54
C -2.54 -6.73 4.06
C -2.03 -7.44 2.87
C -0.51 -7.45 2.74
C 0.05 -6.04 2.85
C 1.59 -6.18 3.18
C 0.04 -5.23 1.52
N -0.54 -5.40 4.04
O -0.04 -4.07 4.06
H -2.50 -3.47 3.10
H -2.70 -4.85 2.09
H -3.90 -4.46 3.27
H -1.32 -4.79 6.11
H -2.49 -3.66 5.51
H -2.98 -5.29 6.12
H -2.16 -7.22 4.95
H -3.62 -6.68 4.10
H -2.38 -8.48 2.95
H -2.44 -7.09 1.92
H -0.23 -7.82 1.74
H -0.03 -8.05 3.53
H 2.13 -5.26 2.96
H 2.03 -6.97 2.56
H 1.74 -6.36 4.24
H -0.96 -5.22 1.10
H 0.74 -5.65 0.78
H 0.50 -4.24 1.66
H 0.64 -4.03 4.74
C -1.05 3.17 -8.19
C -0.51 2.40 -6.99
C -1.01 0.96 -7.16
C 1.02 2.37 -6.94
C 1.51 1.84 -5.61
C 0.99 2.66 -4.42
C -0.49 2.66 -4.46
C -1.06 1.29 -3.98
C -1.11 3.72 -3.46
N -0.89 3.16 -5.79
O -2.36 3.21 -5.79
H -2.08 2.90 -8.35
H -0.98 4.25 -7.98
H -0.42 3.00 -9.08
H -0.53 0.30 -6.43
H -2.08 0.85 -6.95
H -0.92 0.59 -8.20
H 1.35 1.81 -7.82
H 1.37 3.40 -7.02
H 1.35 0.78 -5.47
H 2.58 2.03 -5.59
H 1.32 3.70 -4.58
H 1.26 2.39 -3.40
H -0.49 0.47 -4.42
H -2.13 1.20 -4.16
H -0.91 1.19 -2.90
H -0.80 4.73 -3.80
H -0.76 3.57 -2.44
H -2.18 3.73 -3.50
H -2.69 2.29 -5.79
C 5.99 -4.19 5.28
C 5.21 -3.74 4.03
C 5.07 -4.99 3.13
C 3.87 -3.18 4.33
C 3.17 -2.47 3.22
C 4.07 -1.36 2.63
C 5.42 -1.95 2.27
C 5.21 -2.72 0.89
C 6.50 -0.77 1.82
N 5.93 -2.60 3.44
O 7.23 -3.07 3.04
H 5.35 -4.69 6.02
H 6.71 -4.91 4.92
H 6.44 -3.30 5.80
H 4.26 -4.86 2.37
H 5.97 -5.12 2.51
H 4.87 -5.91 3.72
H 3.15 -3.91 4.77
H 4.07 -2.43 5.12
H 2.85 -3.23 2.48
H 2.23 -2.07 3.63
H 4.17 -0.49 3.28
H 3.58 -0.93 1.75
H 4.36 -3.39 0.92
H 6.12 -3.32 0.69
H 5.12 -1.98 0.07
H 5.90 -0.09 1.21
H 7.30 -1.20 1.21
H 6.93 -0.19 2.68
H 7.14 -3.68 2.29
O -5.94 0.60 1.70
S -6.62 -0.66 1.88
O -7.70 -0.81 2.81
C -7.18 -1.34 0.25
C -6.15 -2.43 -0.03
C -5.72 -3.10 1.35
C -5.29 -1.91 2.22
H -7.03 -0.45 -0.36
H -8.22 -1.61 0.40
H -6.53 -3.23 -0.69
H -5.28 -1.98 -0.51
H -4.97 -3.90 1.24
H -6.58 -3.63 1.74
H -4.35 -1.45 1.90
H -5.42 -2.16 3.27
O -6.70 2.80 -4.39
S -6.47 2.46 -3.00
O -6.23 1.08 -2.65
C -5.03 3.44 -2.42
C -5.59 4.21 -1.24
C -7.08 4.54 -1.51
C -7.76 3.20 -1.92
H -4.74 4.02 -3.30
H -4.30 2.67 -2.16
H -5.52 3.58 -0.36
H -5.00 5.10 -0.98
H -7.15 5.24 -2.32
H -7.59 4.95 -0.62
H -8.62 3.38 -2.54
H -7.92 2.55 -1.05
O 0.13 -1.44 8.76
S -0.77 -0.46 8.22
O -2.06 -0.22 8.84
C 0.18 1.07 7.94
C 0.62 0.97 6.45
C 0.24 -0.39 5.79
C -0.98 -1.00 6.43
H 0.91 1.23 8.74
H -0.61 1.84 8.06
H 0.17 1.85 5.99
H 1.72 1.06 6.34
H 1.06 -1.05 6.07
H 0.21 -0.31 4.69
H -0.98 -2.09 6.42
H -1.92 -0.64 5.99
O -5.85 -1.10 -5.88
S -4.54 -0.74 -5.31
O -4.10 0.63 -5.42
C -4.67 -1.19 -3.58
C -3.76 -2.46 -3.49
C -3.64 -3.09 -4.91
C -3.31 -2.02 -5.88
H -5.70 -1.49 -3.39
H -4.38 -0.30 -3.00
H -2.78 -2.12 -3.18
H -4.18 -3.20 -2.80
H -4.52 -3.68 -5.16
H -2.86 -3.85 -4.93
H -3.56 -2.16 -6.91
H -2.30 -1.70 -5.63
O -1.45 8.16 2.18
S -1.74 6.98 1.37
O -2.35 5.81 1.90
C -2.65 7.58 -0.12
C -1.82 6.99 -1.29
C -0.32 7.08 -0.87
C -0.23 6.48 0.56
H -2.77 8.69 -0.20
H -3.67 7.15 -0.11
H -2.15 5.95 -1.37
H -2.04 7.46 -2.25
H 0.01 8.14 -0.81
H 0.43 6.56 -1.48
H 0.45 6.96 1.25
H -0.22 5.38 0.53
O 3.12 5.74 -0.54
S 2.94 4.38 -0.97
O 1.65 3.80 -1.18
C 4.13 4.02 -2.39
C 5.26 3.19 -1.84
C 4.75 2.38 -0.64
C 3.79 3.29 0.23
H 4.41 4.99 -2.79
H 3.45 3.49 -3.06
H 5.85 2.69 -2.60
H 5.91 3.91 -1.38
H 5.63 2.07 -0.08
H 4.28 1.41 -0.87
H 4.14 3.94 1.02
H 3.09 2.50 0.54
O -3.50 7.28 5.67
S -2.50 6.39 6.20
O -1.94 6.61 7.52
C -3.26 4.71 6.16
C -2.73 4.21 4.78
C -1.22 4.68 4.70
C -1.24 6.21 4.91
H -4.32 4.84 6.24
H -2.82 4.07 6.92
H -2.98 3.18 4.57
H -3.23 4.75 3.98
H -0.75 4.35 3.77
H -0.66 4.35 5.58
H -1.57 6.81 4.08
H -0.32 6.51 5.39
*
```

SMILES = CC1(C)CCCC(C)(C)N1O.CC1(C)CCCC(C)(C)N1O.CC1(C)CCCC(C)(C)N1O.CC1(C)CCCC(C)(C)N1O.CC1(C)CCCC(C)(C)N1O.O=S1(=O)CCCC1.O=S1(=O)CCCC1.O=S1(=O)CCCC1.O=S1(=O)CCCC1.O=S1(=O)CCCC1.O=S1(=O)CCCC1.O=S1(=O)CCCC1
HOMO energy = -9.086 eV
energy relative to the best compared isomer or geometry (same formula, charge and spin) = 0.00 kcal/mol
calculated total energy = -200340.19160 eV

Atom charges from the Löwdin analysis, given in e for atoms 1 to 99: -0.0229, -0.4782, -0.0155, -0.1229, -0.1665, -0.1257, -0.5270, -0.0313, -0.0442, -0.0416, -0.0488, 0.0654, 0.0792, 0.0700, 0.0561, 0.0902, 0.0856, 0.1062, 0.1116, 0.1006, 0.0833, 0.1077, 0.1236, 0.0528, 0.0923, 0.0921, 0.0705, 0.0845, 0.0834, 0.0422, -0.0346, -0.5316, -0.0185, -0.1539, -0.1644, -0.1452, -0.5401, -0.0157, -0.0195, -0.0685, -0.0314, 0.0802, 0.0878, 0.0852, 0.0584, 0.0966, 0.0763, 0.1225, 0.1295, 0.1028, 0.1006, 0.1190, 0.1166, 0.0712, 0.0751, 0.1009, 0.0702, 0.0669, 0.0793, 0.1099, -0.0328, -0.5108, -0.0202, -0.1669, -0.1921, -0.1286, -0.4862, -0.0332, -0.0257, -0.0762, -0.0424, 0.0768, 0.0550, 0.0788, 0.0973, 0.0670, 0.0869, 0.1309, 0.1283, 0.1191, 0.1107, 0.1285, 0.1261, 0.0312, 0.0931, 0.0862, 0.0619, 0.0879, 0.0685, 0.0957, -0.0323, -0.5371, -0.0294, -0.1300, -0.1706, -0.1489, -0.5039, -0.0077, -0.0174